ORCA calculation (wB97M-V/def2-TZVPD) on an isolated molecule of C3H7N3OS.

Summary:
HOMO in eV: -8.2
SMILES: NC(=S)C/N=C/NO
HOMO-LUMO gap in eV: 8.960
ΔE to the lowest compared entry with this formula, charge and spin in eV: 3.544
2S+1: 1

CARTESIAN COORDINATES (ANGSTROEM)
1 C 2.220 0.038 -0.056
2 C 0.957 -0.467 0.654
3 C -1.150 -0.288 -0.461
4 H 2.893 1.781 -0.669
5 H 1.380 1.861 0.132
6 H 0.834 -1.574 0.637
7 H 1.151 -0.250 1.717
8 H -1.366 -1.417 -0.857
9 H -2.665 1.042 0.264
10 H -3.918 -0.802 -0.752
11 N 2.179 1.355 -0.213
12 N -0.245 0.226 0.286
13 N -2.449 0.213 -0.374
14 O -3.323 -0.786 -0.016
15 S 3.502 -0.930 -0.292



ORCA calculation (wB97M-V/def2-TZVPD) on a cluster of 4 separate species, C14H32F4N3O6P2S in total.

Summary:
HOMO in eV: -4.1
HOMO-LUMO gap in eV: 6.261
2S+1: 1
Net charge: -1

CARTESIAN COORDINATES (ANGSTROEM)
1 O -1.525 1.113 -1.199
2 C -0.626 0.054 -0.735
3 C -0.758 -1.142 -1.770
4 P 0.223 -2.705 -1.336
5 F 1.775 -2.031 -1.696
6 P -0.113 -3.404 -3.444
7 S 1.475 -3.124 -4.595
8 O 1.126 -4.211 -1.226
9 C 1.767 -4.253 0.062
10 C 0.611 -3.664 1.040
11 O 0.274 -2.413 0.369
12 C 0.823 0.726 -0.690
13 F 0.635 2.030 -0.153
14 F 1.340 0.937 -1.977
15 F 1.720 0.108 0.161
16 H -1.338 1.185 -2.159
17 H -0.997 -0.194 0.310
18 H -0.514 -0.821 -2.829
19 H -1.862 -1.438 -1.774
20 H -0.966 -3.486 -1.071
21 H -0.329 -4.836 -3.463
22 H -1.259 -2.792 -4.046
23 H 2.599 -3.481 0.224
24 H 2.214 -5.257 0.321
25 H 0.905 -3.416 2.100
26 H -0.240 -4.393 0.865
27 C 0.016 -0.244 3.996
28 O -0.053 -1.435 4.216
29 N -1.004 0.645 4.152
30 C -0.847 2.056 3.866
31 C -2.289 0.161 4.619
32 H 0.946 0.225 3.637
33 H -1.051 2.630 4.774
34 H -1.556 2.345 3.086
35 H 0.166 2.274 3.525
36 H -2.162 -0.307 5.598
37 H -2.665 -0.590 3.920
38 H -3.002 0.982 4.693
39 C -6.357 2.677 0.637
40 O -6.119 2.002 1.620
41 N -5.426 3.160 -0.229
42 C -5.788 3.960 -1.380
43 C -4.024 2.864 0.009
44 H -7.387 2.959 0.365
45 H -5.449 3.455 -2.288
46 H -5.302 4.936 -1.305
47 H -6.868 4.101 -1.433
48 H -3.882 1.782 0.009
49 H -3.737 3.254 0.988
50 H -3.401 3.314 -0.762
51 C 6.992 -0.663 -1.681
52 O 6.923 -1.861 -1.490
53 N 5.978 0.223 -1.493
54 C 6.141 1.639 -1.743
55 C 4.691 -0.263 -1.025
56 H 7.921 -0.187 -2.036
57 H 5.949 2.191 -0.819
58 H 5.426 1.952 -2.508
59 H 7.152 1.861 -2.088
60 H 4.823 -0.756 -0.059
61 H 4.301 -0.993 -1.738
62 H 3.986 0.561 -0.923



ORCA calculation (wB97M-V/def2-TZVPD) on an isolated molecule of CH2ClNS.

Summary:
HOMO (alpha / beta) in eV: -9.3 / -9.3
SMILES: NC(=S)Cl
HOMO-LUMO gap (alpha / beta) in eV: 8.781 / 8.781
ΔE to the lowest compared entry with this formula, charge and spin in eV: 1.498
2S+1: 1

CARTESIAN COORDINATES (ANGSTROEM)
1 C -0.552 -0.387 -0.388
2 N 0.510 0.774 0.341
3 S -2.046 -0.644 0.256
4 Cl 0.151 -0.977 -1.749
5 H 0.554 0.815 1.365
6 H 1.382 0.419 0.175



ORCA calculation (wB97M-V/def2-TZVPD) on an isolated molecule of C25H49NO8S.

Summary:
HOMO in eV: -9.4
HOMO-LUMO gap in eV: 9.811
2S+1: 1

CARTESIAN COORDINATES (ANGSTROEM)
1 C -3.849 0.289 3.468
2 C -3.626 -1.049 2.756
3 N -2.353 -1.151 2.021
4 C -2.395 -0.525 0.696
5 C -2.724 -1.539 -0.392
6 C -1.621 -2.459 -0.911
7 O -2.159 -3.241 -1.938
8 O -1.280 -3.311 0.212
9 S -0.147 -4.492 0.182
10 O 0.061 -4.888 -1.196
11 O 1.115 -3.637 0.651
12 C 1.703 -2.636 -0.219
13 C 3.012 -2.235 0.449
14 C 2.903 -1.708 1.886
15 C 2.794 -0.194 2.105
16 C 3.747 0.673 1.294
17 C 3.771 2.152 1.720
18 C 2.423 2.758 2.127
19 C 1.314 2.622 1.074
20 C 0.434 3.857 0.864
21 C -0.357 3.779 -0.441
22 C -1.607 4.640 -0.404
23 O -2.309 4.722 -1.630
24 C -3.038 3.560 -1.941
25 C 0.718 -1.474 -0.424
26 O 1.530 -0.387 -0.836
27 C -0.405 -1.669 -1.465
28 C 0.115 -2.138 -2.837
29 C -0.415 -1.288 -3.993
30 C 0.293 0.052 -4.163
31 O 1.703 -0.027 -4.181
32 C 2.221 -0.789 -5.250
33 C -1.233 -0.785 2.798
34 C -0.861 -1.762 3.877
35 O -0.618 0.232 2.598
36 H -3.481 0.263 4.494
37 H -3.342 1.102 2.946
38 H -4.914 0.519 3.512
39 H -3.680 -1.876 3.468
40 H -4.416 -1.221 2.024
41 H -1.453 -0.008 0.515
42 H -3.160 0.260 0.664
43 H -3.530 -2.183 -0.022
44 H -3.105 -1.019 -1.275
45 H -2.827 -3.830 -1.556
46 H 1.939 -3.097 -1.179
47 H 3.520 -1.535 -0.213
48 H 3.620 -3.143 0.470
49 H 2.035 -2.178 2.358
50 H 3.769 -2.079 2.442
51 H 2.981 -0.012 3.171
52 H 1.763 0.119 1.935
53 H 4.760 0.264 1.388
54 H 3.499 0.610 0.233
55 H 4.482 2.288 2.540
56 H 4.166 2.742 0.885
57 H 2.580 3.818 2.351
58 H 2.095 2.302 3.066
59 H 0.640 1.819 1.383
60 H 1.754 2.328 0.114
61 H 1.039 4.768 0.901
62 H -0.291 3.905 1.685
63 H -0.640 2.730 -0.600
64 H 0.262 4.072 -1.295
65 H -1.346 5.671 -0.152
66 H -2.286 4.259 0.374
67 H -3.663 3.247 -1.094
68 H -2.388 2.722 -2.218
69 H -3.681 3.792 -2.788
70 H 0.272 -1.279 0.561
71 H 0.988 0.414 -0.867
72 H -0.792 -0.651 -1.614
73 H 1.206 -2.084 -2.837
74 H -0.156 -3.175 -3.004
75 H -0.381 -1.853 -4.928
76 H -1.476 -1.075 -3.813
77 H 0.049 0.721 -3.334
78 H -0.056 0.540 -5.084
79 H 2.396 -1.831 -4.960
80 H 3.172 -0.345 -5.546
81 H 1.550 -0.779 -6.116
82 H 0.205 -1.684 4.077
83 H -1.131 -2.776 3.590
84 H -1.408 -1.514 4.792



ORCA calculation (wB97M-V/def2-TZVPD) on a structure of composition C22H21Cl2F7N4O3PRe.

Summary:
HOMO (alpha / beta) in eV: -13.5 / -13.5
HOMO-LUMO gap (alpha / beta) in eV: 7.549 / 7.064
ΔE to the lowest compared entry with this formula, charge and spin in eV: 0.006
2S+1: 3
⟨S²⟩: 2.066
Net charge: +2

CARTESIAN COORDINATES (ANGSTROEM)
1 Re -0.051 4.033 -0.144
2 C -0.887 -2.735 3.646
3 C 0.427 -1.985 3.507
4 N 0.363 -0.939 2.463
5 C 0.171 0.321 2.836
6 C 0.038 1.382 1.962
7 C -0.137 2.732 2.590
8 O -0.238 2.854 3.775
9 O -0.148 3.780 1.763
10 C 0.076 1.126 0.590
11 O -0.077 2.021 -0.324
12 C 0.302 -0.231 0.167
13 C 0.413 -0.535 -1.197
14 C 0.673 -1.812 -1.589
15 F 0.823 -2.056 -2.899
16 C 0.819 -2.872 -0.667
17 C 0.690 -2.567 0.678
18 C 0.454 -1.256 1.112
19 N 1.078 -4.202 -1.051
20 C 0.860 -4.649 -2.429
21 C 0.988 -6.179 -2.473
22 N 0.686 -6.731 -1.111
23 C 1.758 -6.340 -0.122
24 C 2.199 -4.907 -0.440
25 H -0.791 -3.494 4.421
26 H -1.180 -3.225 2.717
27 H -1.688 -2.056 3.938
28 H 1.265 -2.642 3.277
29 H 0.680 -1.478 4.435
30 H 0.114 0.522 3.899
31 H 0.335 0.250 -1.937
32 H 0.757 -3.371 1.395
33 H 1.581 -4.237 -3.138
34 H -0.136 -4.346 -2.747
35 H 1.997 -6.506 -2.716
36 H 0.299 -6.620 -3.189
37 H 0.586 -7.746 -1.143
38 H -0.206 -6.346 -0.795
39 H 2.573 -7.054 -0.223
40 H 1.322 -6.434 0.870
41 H 3.064 -4.911 -1.113
42 H 2.514 -4.415 0.475
43 Cl -3.654 3.582 -0.364
44 C -3.618 5.301 -0.495
45 C -4.789 6.017 -0.616
46 C -4.724 7.401 -0.723
47 C -3.513 8.076 -0.712
48 C -2.336 7.362 -0.591
49 Cl -0.822 8.164 -0.575
50 C -2.379 5.964 -0.478
51 N -1.224 5.247 -0.337
52 H -5.737 5.500 -0.626
53 H -5.642 7.966 -0.819
54 H -3.475 9.153 -0.798
55 F 0.762 3.974 -1.988
56 P 2.689 3.725 -1.761
57 F 2.811 3.930 -3.291
58 F 2.660 5.263 -1.469
59 F 4.163 3.495 -1.372
60 F 2.136 3.537 -0.127
61 F 2.325 2.200 -1.927



ORCA calculation (wB97M-V/def2-TZVPD) on a structure of composition C10H27F3KO15P3S.

Summary:
HOMO in eV: -9.0
HOMO-LUMO gap in eV: 9.253
ΔE to the lowest compared entry with this formula, charge and spin in eV: 0.000
2S+1: 1

CARTESIAN COORDINATES (ANGSTROEM)
1 K 21.533 4.714 -12.394
2 C 26.120 4.878 -14.685
3 F 25.578 5.988 -15.215
4 F 27.166 4.473 -15.373
5 F 26.530 5.173 -13.452
6 S 24.735 3.600 -14.635
7 O 23.597 4.323 -14.050
8 O 24.526 3.311 -16.041
9 O 25.256 2.533 -13.804
10 C 19.848 -1.128 -10.410
11 O 20.370 0.138 -10.726
12 P 21.434 0.425 -11.892
13 O 21.612 1.852 -12.235
14 O 21.088 -0.637 -13.001
15 C 21.764 -0.602 -14.263
16 O 22.793 -0.142 -11.243
17 C 24.092 0.481 -11.449
18 H 20.239 -1.505 -9.464
19 H 20.089 -1.960 -11.085
20 H 18.759 -1.112 -10.461
21 H 22.267 -1.543 -14.498
22 H 22.583 0.118 -14.274
23 H 21.020 -0.465 -15.043
24 H 24.873 -0.192 -11.108
25 H 24.172 1.406 -10.882
26 H 24.125 0.664 -12.519
27 C 21.316 2.094 -16.624
28 O 20.120 2.873 -16.669
29 P 20.181 4.426 -16.350
30 O 20.270 4.725 -14.910
31 O 18.924 5.062 -17.063
32 C 18.766 5.021 -18.482
33 O 21.476 4.851 -17.161
34 C 22.351 5.910 -16.695
35 H 21.028 1.042 -16.634
36 H 21.761 2.242 -15.635
37 H 22.004 2.293 -17.440
38 H 19.704 4.984 -19.040
39 H 18.353 5.998 -18.738
40 H 18.132 4.187 -18.771
41 H 21.992 6.345 -15.765
42 H 22.225 6.683 -17.456
43 H 23.369 5.550 -16.616
44 C 18.156 1.683 -13.577
45 O 17.687 2.880 -12.944
46 P 17.896 3.084 -11.382
47 O 19.163 3.689 -10.958
48 O 16.668 4.020 -10.936
49 C 15.369 3.821 -11.497
50 O 17.529 1.659 -10.703
51 C 17.016 1.619 -9.390
52 H 18.650 0.972 -12.921
53 H 18.848 1.976 -14.374
54 H 17.327 1.288 -14.169
55 H 14.681 3.363 -10.776
56 H 15.362 3.178 -12.373
57 H 14.941 4.816 -11.608
58 H 17.097 2.547 -8.823
59 H 17.476 0.773 -8.879
60 H 15.939 1.408 -9.362